Density functional theory data (ωB97M-V/def2-TZVPD) for 16 unconnected molecules or ions with the total composition C58H159N11O18 at a distorted geometry.

Bonds (Å) are listed after each position.
Positions of all 246 atoms, in Å:
1 C -0.06 1.14 -10.14  C2 1.538, H7 1.090, H8 1.090, H9 1.090
2 C 0.44 0.90 -8.70  C1 1.538, C3 1.526, N6 1.438, H10 1.090
3 C 1.69 1.72 -8.42  C2 1.526, O4 1.442, H11 1.090, H12 1.090
4 O 2.82 1.37 -9.25  C3 1.442, C5 1.402
5 C 3.92 2.22 -9.06  O4 1.402, H13 1.090, H14 1.090, H15 1.090
6 N -0.57 1.23 -7.74  C2 1.438, H16 1.010, H17 1.010
7 H -0.26 2.19 -10.35  C1 1.090
8 H -0.97 0.60 -10.41  C1 1.090
9 H 0.71 0.84 -10.85  C1 1.090
10 H 0.72 -0.14 -8.54  C2 1.090
11 H 1.97 1.72 -7.36  C3 1.090
12 H 1.45 2.76 -8.62  C3 1.090
13 H 4.41 1.96 -8.13  C5 1.090
14 H 3.64 3.28 -9.05  C5 1.090
15 H 4.54 2.00 -9.93  C5 1.090
16 H -0.98 2.15 -7.84  N6 1.010
17 H -0.26 1.21 -6.78  N6 1.010
18 C -9.35 5.65 2.56  C19 1.503, H24 1.090, H25 1.090, H26 1.090
19 C -8.06 5.94 3.27  C18 1.503, C20 1.568, N23 1.485, H27 1.090
20 C -8.08 5.50 4.78  C19 1.568, O21 1.430, H28 1.090, H29 1.090
21 O -9.24 5.98 5.46  C20 1.430, C22 1.447
22 C -9.19 7.42 5.65  O21 1.447, H30 1.090, H31 1.090, H32 1.090
23 N -7.00 5.15 2.60  C19 1.485, H33 1.010, H34 1.010
24 H -9.63 4.60 2.60  C18 1.090
25 H -9.25 5.95 1.51  C18 1.090
26 H -10.21 6.12 3.03  C18 1.090
27 H -7.78 6.99 3.23  C19 1.090
28 H -7.18 5.75 5.35  C20 1.090
29 H -8.08 4.43 4.94  C20 1.090
30 H -8.42 7.59 6.40  C22 1.090
31 H -10.12 7.78 6.10  C22 1.090
32 H -8.96 8.07 4.80  C22 1.090
33 H -6.97 5.56 1.68  N23 1.010
34 H -7.31 4.19 2.48  N23 1.010
35 C -3.63 -4.37 10.58  C36 1.539, H41 1.090, H42 1.090, H43 1.090
36 C -3.81 -3.92 9.12  C35 1.539, C37 1.562, N40 1.479, H44 1.090
37 C -3.52 -2.40 8.89  C36 1.562, O38 1.441, H45 1.090, H46 1.090
38 O -4.13 -2.03 7.63  C37 1.441, C39 1.420
39 C -4.12 -0.62 7.48  O38 1.420, H47 1.090, H48 1.090, H49 1.090
40 N -2.87 -4.73 8.32  C36 1.479, H50 1.010, H51 1.010
41 H -4.12 -3.75 11.33  C35 1.090
42 H -2.58 -4.36 10.87  C35 1.090
43 H -3.96 -5.41 10.64  C35 1.090
44 H -4.82 -4.28 8.90  C36 1.090
45 H -2.46 -2.16 8.86  C37 1.090
46 H -4.04 -1.82 9.66  C37 1.090
47 H -3.10 -0.23 7.49  C39 1.090
48 H -4.76 -0.09 8.19  C39 1.090
49 H -4.45 -0.45 6.46  C39 1.090
50 H -3.10 -4.74 7.34  N40 1.010
51 H -3.09 -5.69 8.55  N40 1.010
52 C -6.19 5.28 -10.30  C53 1.526, H58 1.090, H59 1.090, H60 1.090
53 C -6.54 5.44 -8.82  C52 1.526, C54 1.526, N57 1.482, H61 1.090
54 C -5.42 6.24 -8.17  C53 1.526, O55 1.389, H62 1.090, H63 1.090
55 O -4.21 5.55 -8.25  C54 1.389, C56 1.409
56 C -3.21 6.12 -7.44  O55 1.409, H64 1.090, H65 1.090, H66 1.090
57 N -7.87 6.10 -8.72  C53 1.482, H67 1.010, H68 1.010
58 H -5.17 4.91 -10.40  C52 1.090
59 H -6.19 6.24 -10.82  C52 1.090
60 H -6.87 4.59 -10.80  C52 1.090
61 H -6.58 4.50 -8.28  C53 1.090
62 H -5.73 6.35 -7.13  C54 1.090
63 H -5.20 7.25 -8.50  C54 1.090
64 H -3.36 6.08 -6.36  C56 1.090
65 H -2.88 7.12 -7.74  C56 1.090
66 H -2.28 5.59 -7.60  C56 1.090
67 H -7.66 7.06 -8.97  N57 1.010
68 H -8.14 6.17 -7.75  N57 1.010
69 C 9.71 -1.89 5.42  C70 1.514, H75 1.090, H76 1.090, H77 1.090
70 C 10.26 -2.82 4.35  C69 1.514, C71 1.533, N74 1.441, H78 1.090
71 C 9.49 -4.13 4.16  C70 1.533, O72 1.392, H79 1.090, H80 1.090
72 O 9.48 -5.05 5.21  C71 1.392, C73 1.430
73 C 10.76 -5.58 5.53  O72 1.430, H81 1.090, H82 1.090, H83 1.090
74 N 10.46 -2.15 3.10  C70 1.441, H84 1.010, H85 1.010
75 H 10.46 -1.11 5.50  C69 1.090
76 H 9.57 -2.31 6.42  C69 1.090
77 H 8.86 -1.32 5.05  C69 1.090
78 H 11.27 -3.06 4.69  C70 1.090
79 H 9.67 -4.63 3.20  C71 1.090
80 H 8.46 -3.77 4.15  C71 1.090
81 H 11.27 -5.94 4.64  C73 1.090
82 H 10.75 -6.38 6.27  C73 1.090
83 H 11.36 -4.83 6.06  C73 1.090
84 H 9.74 -1.44 3.03  N74 1.010
85 H 10.20 -2.72 2.31  N74 1.010
86 C 6.73 1.44 -1.79  C87 1.552, H92 1.090, H93 1.090, H94 1.090
87 C 6.26 0.93 -0.40  C86 1.552, C88 1.534, N91 1.459, H95 1.090
88 C 6.51 1.90 0.77  C87 1.534, O89 1.426, H96 1.090, H97 1.090
89 O 7.87 1.93 1.20  C88 1.426, C90 1.449
90 C 8.18 2.95 2.19  O89 1.449, H98 1.090, H99 1.090, H100 1.090
91 N 4.83 0.67 -0.46  C87 1.459, H101 1.010, H102 1.010
92 H 6.56 0.76 -2.63  C86 1.090
93 H 7.79 1.66 -1.82  C86 1.090
94 H 6.30 2.39 -2.13  C86 1.090
95 H 6.75 -0.02 -0.20  C87 1.090
96 H 5.96 1.64 1.67  C88 1.090
97 H 6.08 2.83 0.40  C88 1.090
98 H 7.91 3.95 1.87  C90 1.090
99 H 9.27 2.94 2.30  C90 1.090
100 H 7.75 2.66 3.14  C90 1.090
101 H 4.75 0.16 -1.33  N91 1.010
102 H 4.48 0.08 0.29  N91 1.010
103 C -5.65 -2.45 -6.00  C104 1.496, H109 1.090, H110 1.090, H111 1.090
104 C -5.59 -2.96 -7.41  C103 1.496, C105 1.583, N108 1.525, H112 1.090
105 C -6.32 -2.01 -8.44  C104 1.583, O106 1.468, H113 1.090, H114 1.090
106 O -6.19 -2.55 -9.80  C105 1.468, C107 1.433
107 C -6.53 -1.57 -10.78  O106 1.433, H115 1.090, H116 1.090, H117 1.090
108 N -4.15 -3.02 -7.90  C104 1.525, H118 1.010, H119 1.010
109 H -6.65 -2.52 -5.58  C103 1.090
110 H -5.28 -1.42 -5.93  C103 1.090
111 H -4.91 -2.92 -5.36  C103 1.090
112 H -6.03 -3.95 -7.47  C104 1.090
113 H -5.88 -1.01 -8.42  C105 1.090
114 H -7.35 -1.92 -8.07  C105 1.090
115 H -7.58 -1.29 -10.76  C107 1.090
116 H -6.27 -2.05 -11.73  C107 1.090
117 H -5.86 -0.70 -10.75  C107 1.090
118 H -3.75 -2.11 -7.70  N108 1.010
119 H -4.21 -3.02 -8.91  N108 1.010
120 C 3.59 -7.49 1.72  C121 1.514, H126 1.090, H127 1.090, H128 1.090
121 C 3.28 -7.90 3.15  C120 1.514, C122 1.577, N125 1.416, H129 1.090
122 C 4.56 -8.28 3.99  C121 1.577, O123 1.433, H130 1.090, H131 1.090
123 O 5.14 -9.48 3.47  C122 1.433, C124 1.427
124 C 6.34 -9.87 4.12  O123 1.427, H132 1.090, H133 1.090, H134 1.090
125 N 2.50 -6.94 3.84  C121 1.416, H135 1.010, H136 1.010
126 H 2.76 -7.15 1.10  C120 1.090
127 H 4.13 -8.30 1.23  C120 1.090
128 H 4.33 -6.69 1.69  C120 1.090
129 H 2.73 -8.84 3.15  C121 1.090
130 H 4.29 -8.40 5.04  C122 1.090
131 H 5.19 -7.40 3.96  C122 1.090
132 H 6.71 -10.73 3.57  C124 1.090
133 H 6.43 -10.11 5.18  C124 1.090
134 H 7.10 -9.12 3.87  C124 1.090
135 H 2.79 -5.98 3.71  N125 1.010
136 H 2.71 -7.11 4.81  N125 1.010
137 C 0.70 5.34 4.18  C138 1.529, H143 1.090, H144 1.090, H145 1.090
138 C -0.65 5.98 3.83  C137 1.529, C139 1.534, N142 1.454, H146 1.090
139 C -0.52 6.91 2.62  C138 1.534, O140 1.437, H147 1.090, H148 1.090
140 O 0.12 8.12 3.04  C139 1.437, C141 1.410
141 C -0.23 9.32 2.38  O140 1.410, H149 1.090, H150 1.090, H151 1.090
142 N -1.58 4.89 3.59  C138 1.454, H152 1.010, H153 1.010
143 H 1.42 6.04 4.58  C137 1.090
144 H 1.05 4.82 3.28  C137 1.090
145 H 0.62 4.61 4.99  C137 1.090
146 H -1.00 6.50 4.72  C138 1.090
147 H -1.49 7.13 2.17  C139 1.090
148 H -0.02 6.37 1.82  C139 1.090
149 H 0.31 10.19 2.73  C141 1.090
150 H -1.28 9.60 2.39  C141 1.090
151 H 0.00 9.29 1.32  C141 1.090
152 H -2.47 5.23 3.25  N142 1.010
153 H -1.24 4.30 2.85  N142 1.010
154 C 3.81 0.78 10.09  C155 1.489, H157 1.090, H158 1.090, H159 1.090
155 C 4.58 1.97 10.54  C154 1.489, O156 1.406, H160 1.090, H161 1.090
156 O 3.69 2.77 11.29  C155 1.406, H162 0.960
157 H 4.40 -0.04 9.68  C154 1.090
158 H 3.04 1.05 9.37  C154 1.090
159 H 3.38 0.33 10.99  C154 1.090
160 H 4.98 2.49 9.67  C155 1.090
161 H 5.46 1.73 11.12  C155 1.090
162 H 4.02 3.67 11.33  O156 0.960
163 C -4.43 -7.45 3.00  C164 1.556, H166 1.090, H167 1.090, H168 1.090
164 C -3.65 -6.23 2.42  C163 1.556, O165 1.409, H169 1.090, H170 1.090
165 O -2.43 -6.60 1.82  C164 1.409, H171 0.960
166 H -5.40 -7.15 3.41  C163 1.090
167 H -3.91 -7.93 3.83  C163 1.090
168 H -4.64 -8.19 2.23  C163 1.090
169 H -3.38 -5.53 3.20  C164 1.090
170 H -4.30 -5.78 1.66  C164 1.090
171 H -1.79 -6.65 2.53  O165 0.960
172 C 4.86 -5.37 9.57  C173 1.541, H175 1.090, H176 1.090, H177 1.090
173 C 3.40 -5.39 10.07  C172 1.541, O174 1.448, H178 1.090, H179 1.090
174 O 2.58 -5.40 8.88  C173 1.448, H180 0.960
175 H 5.56 -5.22 10.39  C172 1.090
176 H 5.02 -4.68 8.76  C172 1.090
177 H 4.98 -6.41 9.27  C172 1.090
178 H 3.23 -4.47 10.63  C173 1.090
179 H 3.14 -6.27 10.66  C173 1.090
180 H 1.62 -5.41 8.98  O174 0.960
181 C -7.89 -1.41 1.42  C182 1.561, H184 1.090, H185 1.090, H186 1.090
182 C -9.00 -0.59 0.71  C181 1.561, O183 1.405, H187 1.090, H188 1.090
183 O -8.46 0.58 0.14  C182 1.405, H189 0.960
184 H -7.05 -1.74 0.80  C181 1.090
185 H -8.42 -2.32 1.71  C181 1.090
186 H -7.41 -0.92 2.28  C181 1.090
187 H -9.80 -0.30 1.40  C182 1.090
188 H -9.48 -1.16 -0.08  C182 1.090
189 H -9.14 0.94 -0.43  O183 0.960
190 C -6.30 9.65 -1.10  C191 1.494, H193 1.090, H194 1.090, H195 1.090
191 C -5.43 8.68 -1.83  C190 1.494, O192 1.417, H196 1.090, H197 1.090
192 O -6.08 7.42 -1.87  C191 1.417, H198 0.960
193 H -7.25 9.88 -1.58  C190 1.090
194 H -5.72 10.57 -0.99  C190 1.090
195 H -6.50 9.31 -0.09  C190 1.090
196 H -4.45 8.64 -1.35  C191 1.090
197 H -5.29 9.07 -2.83  C191 1.090
198 H -6.89 7.51 -2.38  O192 0.960
199 C 2.14 -2.56 -5.00  O200 1.404, H208 1.090, H209 1.090, H210 1.090
200 O 3.45 -2.53 -5.50  C199 1.404, C201 1.448
201 C 3.76 -3.70 -6.30  O200 1.448, C202 1.558, H211 1.090, H212 1.090
202 C 5.05 -3.48 -7.15  C201 1.558, N203 1.473, H213 1.090, H214 1.090
203 N 5.45 -4.68 -7.91  C202 1.473, C204 1.472, H215 1.010
204 C 6.83 -4.54 -8.38  N203 1.472, C205 1.579, H216 1.090, H217 1.090
205 C 7.03 -3.40 -9.45  C204 1.579, O206 1.420, H218 1.090, H219 1.090
206 O 6.22 -3.59 -10.61  C205 1.420, C207 1.424
207 C 5.81 -2.38 -11.22  O206 1.424, H220 1.090, H221 1.090, H222 1.090
208 H 1.96 -3.36 -4.29  C199 1.090
209 H 1.42 -2.73 -5.80  C199 1.090
210 H 1.92 -1.59 -4.55  C199 1.090
211 H 2.95 -4.12 -6.89  C201 1.090
212 H 3.89 -4.57 -5.65  C201 1.090
213 H 5.89 -3.19 -6.52  C202 1.090
214 H 4.83 -2.60 -7.75  C202 1.090
215 H 4.92 -4.88 -8.75  N203 1.010
216 H 7.24 -5.49 -8.72  C204 1.090
217 H 7.43 -4.36 -7.48  C204 1.090
218 H 8.08 -3.32 -9.69  C205 1.090
219 H 6.75 -2.45 -8.98  C205 1.090
220 H 6.68 -1.77 -11.47  C207 1.090
221 H 5.20 -1.73 -10.59  C207 1.090
222 H 5.15 -2.51 -12.08  C207 1.090
223 C 2.23 -1.06 3.21  O224 1.420, H232 1.090, H233 1.090, H234 1.090
224 O 1.23 -1.01 2.21  C223 1.420, C225 1.493
225 C -0.14 -0.67 2.71  O224 1.493, C226 1.552, H235 1.090, H236 1.090
226 C -1.12 -0.49 1.52  C225 1.552, N227 1.465, H237 1.090, H238 1.090
227 N -0.97 0.79 0.81  C226 1.465, C228 1.481, H239 1.010
228 C -2.02 0.96 -0.22  N227 1.481, C229 1.529, H240 1.090, H241 1.090
229 C -1.75 2.13 -1.17  C228 1.529, O230 1.450, H242 1.090, H243 1.090
230 O -0.51 1.92 -1.89  C229 1.450, C231 1.429
231 C 0.62 2.65 -1.41  O230 1.429, H244 1.090, H245 1.090, H246 1.090
232 H 2.49 -0.05 3.52  C223 1.090
233 H 3.03 -1.69 2.82  C223 1.090
234 H 1.87 -1.57 4.10  C223 1.090
235 H -0.09 0.22 3.33  C225 1.090
236 H -0.54 -1.44 3.37  C225 1.090
237 H -2.07 -0.55 2.04  C226 1.090
238 H -1.05 -1.27 0.77  C226 1.090
239 H -0.05 0.82 0.41  N227 1.010
240 H -3.02 1.22 0.14  C228 1.090
241 H -2.11 0.03 -0.78  C228 1.090
242 H -1.72 3.03 -0.55  C229 1.090
243 H -2.57 2.20 -1.88  C229 1.090
244 H 0.39 3.70 -1.23  C231 1.090
245 H 1.50 2.50 -2.03  C231 1.090
246 H 0.85 2.27 -0.41  C231 1.090

Properties
energy = -4261.330661 Eh
HOMO level = -8.744 eV
orbital gap = 0.3265 hartree